Record 1
7
Properties=species:S:1:pos:R:3:lowdin_charge:R:1 method="wB97M-V/def2-TZVPD" de_lowest_kj_mol=453.11 total_charge=+1 energy_ha=-2486.16905 multiplicity=1 orbital_gap_ha=0.3247 e_lumo_ev=-7.110 e_homo_ev=-15.9
O -17.478 19.914 -8.816 -0.32
V -17.863 20.002 -10.291 0.52
O -18.687 18.885 -10.952 -0.33
O -19.247 24.286 -9.401 -0.27
V -19.231 22.903 -8.811 0.39
O -20.319 22.834 -7.631 -0.28
I -19.460 21.502 -10.350 1.29

=====

Record 2
20
Properties=species:S:1:pos:R:3:lowdin_charge:R:1 method="wB97M-V/def2-TZVPD" de_lowest_kj_mol=198.93 smiles="CC(C)=CN.O.O" total_charge=0 energy_ha=-365.36672 multiplicity=1 orbital_gap_ha=0.3419 e_lumo_ev=0.375 e_homo_ev=-8.9
C -1.824 -1.413 -0.260 -0.06
C -1.433 0.044 0.127 -0.31
C -1.012 0.272 1.401 -0.25
N -1.502 -0.391 2.519 -0.02
C -1.078 0.958 -1.071 -0.08
H -2.646 -1.313 -1.005 0.09
H -2.020 -2.001 0.530 0.00
H -0.994 -2.005 -0.684 0.09
H -0.298 1.065 1.727 0.11
H -2.539 -0.425 2.391 0.10
H -1.128 -1.392 2.418 0.10
H -0.875 1.965 -0.668 0.06
H -2.032 1.226 -1.695 0.10
H -0.236 0.549 -1.672 0.07
H 3.668 1.183 -0.714 0.01
H 4.081 2.249 -1.601 0.02
O 4.191 2.025 -0.678 -0.08
H 3.221 -1.340 -0.414 0.05
H 1.849 -0.617 -0.003 0.07
O 2.609 -0.639 -0.649 -0.07

=====

Record 3
12
Properties=species:S:1:pos:R:3:lowdin_charge:R:1 method="wB97M-V/def2-TZVPD" de_lowest_kj_mol=244.07 smiles=C#C[C@@H](C#N)CO total_charge=0 energy_ha=-323.42672 multiplicity=1 orbital_gap_ha=0.4183 e_lumo_ev=0.647 e_homo_ev=-10.7
O -1.890 0.264 0.695 -0.05
C -0.756 -0.509 0.971 -0.23
C 0.228 -0.502 -0.230 -0.30
C 0.454 0.826 -0.817 -0.10
C 0.556 1.813 -1.498 0.15
C 1.495 -1.175 0.096 -0.18
N 2.475 -1.733 0.354 0.16
H -1.613 1.189 0.643 0.09
H -0.238 -0.200 1.890 0.13
H -1.105 -1.535 1.106 0.13
H -0.247 -1.073 -1.036 0.16
H 0.641 2.637 -2.173 0.04

=====

Record 4
60
Properties=species:S:1:pos:R:3:lowdin_charge:R:1 method="wB97M-V/def2-TZVPD" total_charge=+1 energy_ha=-25399.34085 multiplicity=2 orbital_gap_ha="0.2267 / 0.0444" s_squared=0.76 e_lumo_ev="-4.958 / -9.898" e_homo_ev="-11.1 / -11.1"
C -16.471 -15.309 -2.562 -1.55
Br -15.615 -14.325 -1.130 0.60
Br -15.311 -16.583 -3.498 0.56
Br -17.213 -14.059 -3.940 0.52
H -17.254 -15.868 -2.049 -0.03
C -18.305 -19.721 -10.078 -1.43
Br -19.010 -19.638 -11.952 0.67
Br -17.452 -21.467 -9.765 0.90
Br -19.722 -19.566 -8.695 0.86
H -17.515 -18.971 -10.120 -0.04
C -20.379 -23.406 -4.899 -1.49
Br -18.532 -22.864 -5.457 0.57
Br -20.300 -24.266 -3.094 0.56
Br -21.327 -24.618 -6.104 0.58
H -21.029 -22.531 -4.892 -0.07
C -24.982 -21.745 -0.923 -0.23
C -24.231 -20.772 -1.831 -0.24
C -25.253 -20.028 -2.688 -0.22
S -26.722 -19.698 -1.594 0.69
O -27.862 -20.208 -2.338 -0.34
O -26.644 -18.419 -1.037 -0.30
C -26.172 -21.002 -0.345 -0.21
H -24.355 -22.272 -0.204 0.12
H -25.418 -22.559 -1.502 0.11
H -23.604 -21.230 -2.596 0.09
H -23.721 -19.989 -1.270 0.12
H -25.580 -20.779 -3.407 0.10
H -24.950 -19.116 -3.203 0.09
H -26.958 -21.709 -0.082 0.10
H -25.830 -20.539 0.581 0.10
C -13.314 -18.733 -6.284 -0.18
C -13.446 -17.271 -6.761 -0.21
C -13.764 -17.496 -8.234 -0.21
S -15.073 -18.839 -8.397 0.75
O -14.679 -19.471 -9.676 -0.36
O -16.376 -18.142 -8.122 -0.39
C -14.640 -19.491 -6.725 -0.18
H -13.056 -18.845 -5.231 0.11
H -12.489 -19.259 -6.764 0.12
H -12.611 -16.606 -6.541 0.13
H -14.317 -16.751 -6.362 0.07
H -12.909 -17.968 -8.719 0.10
H -14.015 -16.585 -8.776 0.11
H -14.666 -20.578 -6.801 0.10
H -15.528 -19.282 -6.129 0.08
C -18.716 -19.456 -4.765 -0.30
C -18.876 -18.254 -3.970 -0.24
C -20.005 -18.490 -2.946 -0.15
S -21.212 -19.660 -3.854 0.73
O -22.424 -18.878 -4.118 -0.33
O -21.321 -20.928 -3.176 -0.35
C -20.096 -19.763 -5.367 -0.27
H -18.265 -20.330 -4.294 0.08
H -17.988 -19.379 -5.572 0.10
H -19.128 -17.419 -4.624 0.13
H -17.997 -17.939 -3.407 0.08
H -20.532 -17.618 -2.560 0.10
H -19.793 -19.035 -2.026 0.10
H -20.269 -18.871 -5.969 0.06
H -20.386 -20.643 -5.942 0.04

=====

Record 5
22
Properties=species:S:1:pos:R:3:lowdin_charge:R:1 method="wB97M-V/def2-TZVPD" de_lowest_kj_mol=359.53 smiles=CC[C@@H](N)CNCO total_charge=0 energy_ha=-383.56377 multiplicity=1 orbital_gap_ha=0.3628 e_lumo_ev=0.991 e_homo_ev=-8.9
C -0.362 0.778 0.112 -0.23
N 0.932 1.208 0.562 -0.06
C 1.493 2.265 -0.222 -0.30
O 2.473 2.820 0.631 -0.07
C -0.270 -0.466 -0.776 -0.36
C 0.016 -1.739 0.051 -0.17
C -1.236 -2.109 1.081 -0.07
N -1.462 -0.726 -1.714 0.05
H -0.914 0.310 0.943 0.10
H -1.060 1.483 -0.075 0.08
H 0.891 1.468 1.608 0.16
H 1.981 1.657 -0.916 0.11
H 0.975 3.089 -0.525 0.10
H 3.275 2.232 0.733 0.12
H 0.468 -0.284 -1.617 0.14
H 0.023 -2.584 -0.539 0.05
H 1.082 -1.672 0.481 0.13
H -2.130 -2.449 0.477 0.07
H -0.882 -3.077 1.587 0.08
H -1.478 -1.351 1.766 0.02
H -1.484 -0.053 -2.405 0.02
H -2.330 -0.800 -1.242 0.04

=====

Record 6
14
Properties=species:S:1:pos:R:3:lowdin_charge:R:1 method="wB97M-V/def2-TZVPD" de_lowest_kj_mol=197.36 total_charge=0 energy_ha=-324.18928 multiplicity=2 orbital_gap_ha="0.3725 / 0.2485" s_squared=0.75 e_lumo_ev="0.625 / -2.728" e_homo_ev="-9.5 / -9.5"
C -0.732 0.707 -0.004 -0.39
N -0.843 -0.104 -1.236 -0.07
C -1.113 -1.488 -0.891 -0.14
O -1.218 0.415 1.105 -0.02
H -0.431 1.693 -0.251 0.11
H 0.080 0.118 -1.637 0.10
H -1.407 -1.413 0.228 0.10
H -0.210 -2.145 -0.920 0.08
H -1.931 -1.919 -1.551 0.09
C 2.249 0.397 0.885 -0.13
O 1.171 0.251 0.085 -0.05
H 2.126 1.328 1.433 0.08
H 2.503 -0.451 1.654 0.15
H 3.121 0.492 0.227 0.10

=====

Record 7
15
Properties=species:S:1:pos:R:3:lowdin_charge:R:1 method="wB97M-V/def2-TZVPD" de_lowest_kj_mol=19.73 total_charge=-1 energy_ha=-1245.03262 multiplicity=1 orbital_gap_ha=0.2599 e_lumo_ev=3.477 e_homo_ev=-3.6
C -1.165 -0.433 -0.322 -0.43
C -0.075 0.248 0.164 -0.68
N -1.596 -0.555 -1.537 0.02
N 0.159 2.202 -1.928 -0.42
N -1.024 2.260 -1.542 -0.08
N 1.473 -1.242 1.879 -0.10
O -0.579 -0.233 2.740 -0.36
O 1.195 1.425 2.154 -0.39
S 1.093 1.140 -0.878 0.79
S 0.450 0.210 1.848 0.54
H -1.749 -0.799 0.388 0.04
H -1.078 -0.187 -2.301 -0.03
H -1.490 2.785 -2.328 0.05
H 2.224 -1.271 1.244 0.02
H 1.255 -1.858 2.648 0.03

=====

Record 8
48
Properties=species:S:1:pos:R:3:lowdin_charge:R:1 method="wB97M-V/def2-TZVPD" total_charge=+1 energy_ha=-1399.05341 multiplicity=6 orbital_gap_ha="0.2019 / 0.2124" s_squared=8.90 e_lumo_ev="-4.839 / -5.392" e_homo_ev="-10.3 / -11.2"
Os 0.211 0.163 -0.804 1.59
O 1.113 3.259 2.242 -0.05
C 0.827 2.290 1.379 -0.48
N 0.096 1.919 0.406 -0.13
C -0.907 3.047 -0.330 -0.02
C -1.456 2.353 -1.641 -0.46
C -2.523 3.282 -2.049 0.04
C -3.132 2.918 -3.460 0.00
C -2.186 2.101 -4.069 -0.14
C -1.255 1.502 -3.319 -0.08
N -0.663 1.495 -1.928 -0.07
C 1.872 1.156 1.872 -0.07
C 2.248 0.896 3.121 0.01
C 3.012 -0.364 3.379 0.05
C 3.083 -1.134 2.293 -0.08
C 2.562 -1.061 1.029 -0.13
N 2.067 0.125 0.619 -0.04
H 0.060 3.713 -0.486 0.17
H -1.865 2.902 0.666 0.24
H -3.107 4.195 -1.580 0.16
H -3.747 3.869 -3.628 0.14
H -2.930 1.796 -5.268 0.25
H -1.070 0.545 -4.008 0.16
H 1.814 1.666 4.096 0.23
H 3.577 -0.345 4.008 -0.02
H 3.583 -2.005 2.554 0.10
H 2.908 -1.719 0.075 0.17
N 2.346 0.269 -2.202 -0.12
C 1.941 -0.496 -3.496 -0.21
C 0.946 -1.657 -2.888 -1.07
O 0.310 -2.182 -3.721 0.05
O 0.833 -1.952 -1.825 0.00
H 2.240 1.687 -3.141 0.30
H 2.826 -0.148 -1.358 0.02
H 2.907 -1.562 -3.363 0.19
H 1.531 -0.865 -4.623 0.19
O -1.514 -0.673 0.855 -0.23
N -1.728 -1.708 1.429 -0.29
C -1.211 -2.870 1.017 0.10
C -1.348 -4.051 2.490 0.05
C -1.978 -3.700 3.739 -0.23
C -1.512 -2.591 4.009 -0.17
C -1.863 -1.355 3.156 0.08
H -1.019 -3.249 0.074 0.07
H -1.423 -5.188 1.984 0.14
H -2.236 -4.423 4.598 0.16
H -2.483 -1.747 5.128 0.23
H -1.756 -0.104 2.969 0.17